{
  "formula": "C2H8IN2",
  "method": "ωB97M-V/def2-TZVPD",
  "charge": 1,
  "orbital_gap_ha": 0.3300,
  "e_tot_ha": -487.9071,
  "de_lowest_ev": 1.520,
  "elements": ["C", "N", "C", "N", "I", "H", "H", "H", "H", "H", "H", "H", "H"],
  "positions_angstrom": [[1.491, 0.827, 0.070], [-0.021, 0.706, 0.388], [-0.758, -0.457, -0.426], [-0.416, -1.647, -0.070], [-3.087, 0.102, 0.095], [2.087, 0.365, 0.720], [1.589, 0.416, -0.886], [1.707, 1.971, 0.154], [-0.369, 1.591, -0.041], [-0.275, 0.738, 1.431], [-0.775, -0.187, -1.509], [-0.544, -2.066, 0.834], [-0.630, -2.360, -0.760]],
  "lowdin_charge": [0.0360, -0.0180, -0.6070, 0.0708, 0.5288, 0.0450, 0.0778, 0.1515, 0.1387, 0.1857, 0.1216, 0.1285, 0.1408]
}